[1]
A single C4H6O2 molecule in a non-equilibrium geometry. Source: the Open Molecules 2025 dataset; level of theory: ωB97M-V/def2-TZVPD.

Output
E_LUMO: 0.022 Ha
gap between HOMO and LUMO: 9.0 eV
E_HOMO: -8.44 eV
max |F|: 4.18 eV Å⁻¹
M: 86.1 g mol⁻¹
total charge: 0

```
12
C4H6O2 | the Open Molecules 2025 dataset | ωB97M-V/def2-TZVPD
C 1.956 0.622 -0.019
O 2.245 -0.156 1.008
C 0.503 -0.498 0.273
C -0.995 -0.686 0.467
C -1.796 0.403 -0.125
O -1.069 -0.394 -1.019
H 2.076 1.715 0.215
H 2.189 0.452 -1.109
H 0.927 -1.429 -0.052
H -1.486 -1.598 0.965
H -1.717 1.467 -0.321
H -2.833 0.103 -0.283
```

[2]
A single C4H6O2 molecule in a non-equilibrium geometry. Source: the Open Molecules 2025 dataset; level of theory: ωB97M-V/def2-TZVPD.

Output
E_LUMO: 0.037 Ha
gap between HOMO and LUMO: 11.0 eV
E_HOMO: -9.99 eV
max |F|: 1.23 eV Å⁻¹
M: 86.1 g mol⁻¹
total charge: 0

```
12
C4H6O2 | the Open Molecules 2025 dataset | ωB97M-V/def2-TZVPD
C -1.201 0.714 0.261
C -0.482 -0.551 -0.158
O -0.175 -0.676 -1.526
C 0.915 -0.762 -0.634
C 1.569 0.313 0.121
O 2.006 0.002 1.209
H -0.923 1.041 1.269
H -1.090 1.553 -0.436
H -2.255 0.425 0.279
H -0.706 -1.395 0.483
H 1.343 -1.760 -0.536
H 1.431 1.354 -0.209
```

[3]
A molecular structure, C4H6O2 in a non-equilibrium geometry. Source: the Open Molecules 2025 dataset; level of theory: ωB97M-V/def2-TZVPD.

Output
E_LUMO: 0.015 Ha
gap between HOMO and LUMO: 9.9 eV
E_HOMO: -9.54 eV
max |F|: 3.38 eV Å⁻¹
M: 86.1 g mol⁻¹
total charge: 0

```
12
C4H6O2 | the Open Molecules 2025 dataset | ωB97M-V/def2-TZVPD
O 1.383 -1.075 1.519
C 0.702 -0.276 0.724
C -0.578 -0.725 0.154
C -0.671 0.846 -0.177
O -1.498 1.608 -0.601
C 0.643 1.045 0.448
H 2.164 -0.609 1.826
H -0.840 -0.450 -2.774
H -1.210 -1.025 0.997
H -0.491 -1.605 -0.488
H -0.599 0.385 -2.664
H 0.994 1.881 1.036
```

[4]
A molecular structure, C4H6O2. Source: the Open Molecules 2025 dataset; level of theory: ωB97M-V/def2-TZVPD.

Output
E_LUMO: -0.004 Ha
gap between HOMO and LUMO: 8.1 eV
E_HOMO: -8.24 eV
max |F|: 0.55 eV Å⁻¹
M: 86.1 g mol⁻¹
total charge: 0

```
12
C4H6O2 | the Open Molecules 2025 dataset | ωB97M-V/def2-TZVPD
C 1.595 0.743 0.295
O 1.312 -0.674 0.587
C 0.094 -0.536 0.091
C 0.066 0.940 0.181
O -2.293 -0.250 -0.413
C -1.518 -1.228 -0.503
H 2.174 0.719 -0.631
H 2.124 1.274 1.081
H -0.497 1.478 -0.582
H -0.336 1.210 1.169
H -1.516 -2.061 0.231
H -1.204 -1.614 -1.506
```

[5]
2 unconnected molecules or ions with the total composition C4H6O2. Source: the Open Molecules 2025 dataset; level of theory: ωB97M-V/def2-TZVPD.

Output
E_LUMO: 0.019 Ha
gap between HOMO and LUMO: 9.8 eV
E_HOMO: -9.33 eV
max |F|: 0.60 eV Å⁻¹
M: 86.1 g mol⁻¹
total charge: 0

```
12
C4H6O2 | the Open Molecules 2025 dataset | ωB97M-V/def2-TZVPD
O 0.241 -1.325 -0.625
C -0.955 -1.143 0.089
C -1.252 0.102 0.843
C 2.104 0.996 -0.027
O 1.385 1.263 -0.963
C -1.928 -0.080 -0.257
H 0.456 -0.479 -1.055
H -1.277 -2.119 0.452
H -1.023 0.742 1.684
H 2.787 1.749 0.405
H 2.100 -0.009 0.429
H -2.639 0.304 -0.974
```

[6]
A molecular structure, C4H6O2Pm in a non-equilibrium geometry. Source: the Open Molecules 2025 dataset; level of theory: ωB97M-V/def2-TZVPD.

Output
E_LUMO (spin up / spin down): -0.395 / -0.394 Ha
gap between HOMO and LUMO (spin up / spin down): 5.6 / 6.3 eV
2S+1: 6
E_HOMO (spin up / spin down): -16.31 / -16.99 eV
max |F|: 4.59 eV Å⁻¹
M: 231.1 g mol⁻¹
total charge: +2

```
13
C4H6O2Pm | the Open Molecules 2025 dataset | ωB97M-V/def2-TZVPD
O 1.729 -0.272 2.025
C 0.975 0.335 0.994
C -0.281 -0.500 0.768
C -1.257 0.138 -0.128
C -1.558 0.528 -1.337
H 2.503 0.264 2.213
H 1.561 0.383 0.061
H 0.690 1.365 1.267
H -0.760 -0.692 1.742
H 0.000 -1.493 0.370
H -2.538 0.933 -1.623
O -0.663 0.475 -2.572
Pm -0.402 -1.464 -3.779
```

[7]
A molecular structure, C4H6O2Pr in a non-equilibrium geometry. Source: the Open Molecules 2025 dataset; level of theory: ωB97M-V/def2-TZVPD.

Output
E_LUMO (spin up / spin down): -0.376 / -0.375 Ha
gap between HOMO and LUMO (spin up / spin down): 7.5 / 7.5 eV
2S+1: 4
E_HOMO (spin up / spin down): -17.71 / -17.67 eV
max |F|: 4.16 eV Å⁻¹
M: 227.0 g mol⁻¹
total charge: +2

```
13
C4H6O2Pr | the Open Molecules 2025 dataset | ωB97M-V/def2-TZVPD
O 3.664 0.444 -0.553
C 3.292 -0.501 0.208
H 4.627 0.594 -0.594
H 4.137 -1.001 0.716
C -0.842 1.179 -0.080
C -2.066 0.704 -0.239
C -2.555 -0.650 0.204
O -1.483 -1.509 0.322
Pr 0.697 -1.177 0.422
H -2.819 1.370 -0.693
H -0.271 2.090 -0.256
H -3.236 -1.020 -0.589
H -3.147 -0.522 1.131
```

[8]
A molecular structure, C4H6O2S in a non-equilibrium geometry. Source: the Open Molecules 2025 dataset; level of theory: ωB97M-V/def2-TZVPD.

Output
E_LUMO: 0.022 Ha
gap between HOMO and LUMO: 10.3 eV
E_HOMO: -9.70 eV
max |F|: 2.56 eV Å⁻¹
M: 118.2 g mol⁻¹
total charge: 0

```
13
C4H6O2S | the Open Molecules 2025 dataset | ωB97M-V/def2-TZVPD
C -0.316 1.340 -0.206
C -1.531 -0.295 -0.217
C 0.097 -0.093 -0.316
C 0.908 -0.406 0.917
O 0.215 2.360 -0.002
O -1.630 1.127 0.055
S 0.898 -0.334 -2.019
H -2.170 -0.553 -1.052
H -1.929 -0.830 0.656
H 1.607 -1.330 0.880
H 0.264 -0.407 1.795
H 1.641 0.432 1.084
H 1.945 -1.010 -1.575
```

[9]
A molecular structure, C4H6O2S in a non-equilibrium geometry. Source: the Open Molecules 2025 dataset; level of theory: ωB97M-V/def2-TZVPD.

Output
E_LUMO: 0.009 Ha
gap between HOMO and LUMO: 8.3 eV
E_HOMO: -8.08 eV
max |F|: 5.02 eV Å⁻¹
M: 118.2 g mol⁻¹
total charge: 0

```
13
C4H6O2S | the Open Molecules 2025 dataset | ωB97M-V/def2-TZVPD
C 0.557 -0.494 1.835
C -0.063 -0.089 0.730
C 0.489 0.798 -0.237
C -1.439 -0.474 0.443
O 0.729 1.920 -0.468
O 0.881 -0.131 -1.710
S 0.777 0.761 -2.990
H 0.061 -1.104 2.640
H 1.579 -0.176 1.943
H -1.469 -1.138 -0.402
H -2.341 0.223 0.117
H -1.787 -0.973 1.301
H 2.025 0.878 -3.203
```

[10]
A molecular structure, C4H6O3Sc in a non-equilibrium geometry. Source: the Open Molecules 2025 dataset; level of theory: ωB97M-V/def2-TZVPD.

Output
E_LUMO (spin up / spin down): -0.414 / -0.461 Ha
gap between HOMO and LUMO (spin up / spin down): 7.9 / 6.6 eV
2S+1: 2
E_HOMO (spin up / spin down): -19.14 / -19.14 eV
max |F|: 4.57 eV Å⁻¹
M: 147.0 g mol⁻¹
total charge: +2

```
14
C4H6O3Sc | the Open Molecules 2025 dataset | ωB97M-V/def2-TZVPD
H 3.615 -0.609 1.602
C 4.015 -1.087 0.185
H 4.262 -1.168 -0.884
H 4.317 -2.017 0.692
C 3.072 -0.220 0.567
O -0.927 -1.143 -0.809
C -1.494 -0.087 -0.397
O -0.846 0.742 0.306
Sc 0.867 -0.493 0.048
O -2.763 0.083 -0.681
C -3.401 1.282 -0.234
H -3.388 1.333 0.860
H -2.899 2.160 -0.658
H -4.430 1.224 -0.597
```

[11]
A molecular structure, C4H6O3Tl in a non-equilibrium geometry. Source: the Open Molecules 2025 dataset; level of theory: ωB97M-V/def2-TZVPD.

Output
E_LUMO (spin up / spin down): -0.010 / -0.011 Ha
gap between HOMO and LUMO (spin up / spin down): 6.9 / 9.4 eV
2S+1: 2
E_HOMO (spin up / spin down): -7.22 / -9.64 eV
max |F|: 4.25 eV Å⁻¹
M: 306.5 g mol⁻¹
total charge: 0

```
14
C4H6O3Tl | the Open Molecules 2025 dataset | ωB97M-V/def2-TZVPD
C 0.065 1.602 0.958
O 1.158 1.209 0.387
C -0.195 -0.459 -0.583
C -1.133 -0.410 0.584
O -0.806 0.688 1.438
C 0.721 -1.624 -0.756
O -0.415 2.734 0.669
Tl 1.550 3.614 -0.233
H -0.555 0.038 -1.491
H -2.173 -0.230 0.271
H -1.100 -1.344 1.164
H 1.518 -1.399 -1.477
H 0.184 -2.515 -1.134
H 1.181 -1.902 0.205
```

[12]
A molecular structure, C4H6O3Tm in a non-equilibrium geometry. Source: the Open Molecules 2025 dataset; level of theory: ωB97M-V/def2-TZVPD.

Output
E_LUMO (spin up / spin down): -0.562 / -0.638 Ha
gap between HOMO and LUMO (spin up / spin down): 8.2 / 5.6 eV
2S+1: 3
E_HOMO (spin up / spin down): -23.45 / -23.01 eV
max |F|: 5.87 eV Å⁻¹
M: 271.0 g mol⁻¹
total charge: +3

```
14
C4H6O3Tm | the Open Molecules 2025 dataset | ωB97M-V/def2-TZVPD
H 2.825 -1.824 0.638
O 0.471 -0.528 0.432
C -0.527 0.306 0.027
O -0.351 1.509 -0.115
Tm 1.696 2.522 -0.046
O -1.605 -0.350 -0.122
C -2.873 0.334 0.016
H -2.857 0.945 0.924
H -3.043 0.950 -0.873
H -3.617 -0.461 0.090
C 1.724 -0.176 0.146
C 2.586 -1.214 -0.249
H 2.305 -1.815 -1.119
H 3.268 -0.198 0.251
```

Q: Number 6 is which compound?
A: C4H6O2Pm